1.
Below is C40H32BrN2O4S4Tc as an isolated structure in a non-equilibrium geometry, with properties calculated with wB97M-V/def2-TZVPD.

For the relative energy (zero: lowest compared OMol25 entry of this formula, charge and spin), the calculation gives 0.0 kcal/mol. Its electronic energy is -168745.255 eV. The expectation value of S² is 3.7988. For the gap between HOMO and LUMO (spin up / spin down), the calculation gives 7.26 / 5.85 eV.

ORCA input file:
```
! RIJCOSX wB97M-V def2-TZVPD def2/J DEFGRID3
* xyz 1 4
Tc 0.1106 -0.3942 -0.3684
Br 0.2687 -2.8282 -1.0674
C 1.7816 -2.5927 -2.2327
C 2.3296 -3.6831 -2.8456
C 3.4735 -3.5122 -3.6334
C 4.0249 -2.2683 -3.7820
C 3.4692 -1.1424 -3.1391
C 4.0711 0.1305 -3.2302
C 3.5943 1.1765 -2.4854
C 2.4902 0.9979 -1.6466
C 1.8089 -0.2005 -1.5618
C 2.3102 -1.2922 -2.3241
H 1.9049 -4.6620 -2.7026
H 3.9189 -4.3763 -4.0986
H 4.9149 -2.1378 -4.3788
H 4.9332 0.2622 -3.8668
H 4.0772 2.1422 -2.5248
H 2.1667 1.8384 -1.0485
C 2.2592 -5.9137 5.5724
C 2.2777 -4.7494 4.6343
C 3.3856 -3.9051 4.5956
C 3.4590 -2.8719 3.6799
C 2.4090 -2.6673 2.8031
C 1.2905 -3.4779 2.8312
C 1.2252 -4.5079 3.7554
S 2.6349 -1.4818 1.4863
O 3.6889 -0.5680 1.8055
O 2.7425 -2.2365 0.2701
N 1.2197 -0.5809 1.3149
C 1.0147 0.3980 2.2292
C 1.4691 0.4090 3.5435
C 1.1583 1.4794 4.3820
C 0.3813 2.5309 3.9539
C -0.0718 2.5747 2.6200
C -0.8673 3.6093 2.0900
C -1.1955 3.5817 0.7573
C -0.7396 2.5312 -0.0410
N -0.0534 1.5016 0.4299
C 0.2767 1.5148 1.7472
H 2.6951 -5.6444 6.5312
H 2.8627 -6.7201 5.1547
H 1.2539 -6.2932 5.7334
H 4.2055 -4.0663 5.2781
H 4.3230 -2.2288 3.6161
H 0.4908 -3.3133 2.1245
H 0.3536 -5.1434 3.7813
H 2.0472 -0.4208 3.9163
H 1.5257 1.4686 5.3969
H 0.1090 3.3323 4.6252
H -1.2032 4.3993 2.7430
H -1.8029 4.3521 0.3106
H -0.9544 2.5278 -1.0969
C -0.5483 3.0920 -4.2483
O -0.5024 1.8450 -3.5652
C -1.5861 1.3527 -3.0086
S -3.0674 2.0689 -2.9420
S -1.3667 -0.2162 -2.3110
H -0.1918 3.8831 -3.5865
H -1.5642 3.3242 -4.5722
H 0.1173 3.0037 -5.1043
O -1.9198 -0.3374 0.7934
S -3.0822 0.2540 0.0440
C -4.3496 0.5494 1.2976
C -5.3163 1.4951 0.9969
C -6.3418 1.7218 1.8976
C -6.3930 1.0038 3.0810
C -5.4128 0.0712 3.3762
C -4.3759 -0.1532 2.4866
C -3.8859 -1.1991 -0.6698
C -3.5893 -2.4358 -0.1313
C -4.1257 -3.5717 -0.7122
C -4.9462 -3.4577 -1.8231
C -5.2347 -2.2096 -2.3539
C -4.6993 -1.0682 -1.7796
H -5.2664 2.0379 0.0655
H -7.1027 2.4526 1.6784
H -7.1994 1.1718 3.7764
H -5.4624 -0.4858 4.2979
H -3.5910 -0.8604 2.7070
H -2.9316 -2.4938 0.7238
H -3.8855 -4.5423 -0.3057
H -5.3587 -4.3463 -2.2773
H -5.8615 -2.1266 -3.2283
H -4.8920 -0.0914 -2.1950
*
```


2.
Below is C40H32CaN8O3S3 as an isolated structure in a non-equilibrium geometry, with properties calculated with wB97M-V/def2-TZVPD.

For the relative energy (zero: lowest compared OMol25 entry of this formula, charge and spin), the calculation gives 66.7 kcal/mol. Its electronic energy is -111011.052 eV. For the gap between HOMO and LUMO (spin up / spin down), the calculation gives 4.15 / 6.61 eV.

ORCA input file:
```
! RIJCOSX wB97M-V def2-TZVPD def2/J DEFGRID3
* xyz -2 1
Ca -0.1098 0.7456 -1.2750
C 4.0339 1.2455 -0.3115
C 2.5319 0.8148 -0.2755
O 1.8870 1.0228 -1.3633
C 1.7373 2.8527 1.2330
C 0.2054 2.6392 1.2156
C -0.4644 2.9985 2.5424
N -0.4702 3.0541 0.0330
N -1.7932 3.0458 0.1636
C -2.5382 2.3220 -0.6372
O -2.1134 1.4014 -1.3949
C -3.9965 2.5592 -0.5288
C -4.5469 3.4651 0.3773
C -5.9165 3.5973 0.4939
C -6.7657 2.8383 -0.2981
C -6.2288 1.9563 -1.2223
C -4.8608 1.8164 -1.3339
H 4.6394 0.4041 -0.6440
H 4.3753 1.5672 0.6720
H 4.1397 2.0518 -1.0305
H 2.0813 3.1606 2.2283
H -0.0345 2.4035 3.3446
H -1.5276 2.7804 2.4846
H -0.3193 4.0579 2.7491
H -3.8805 4.0454 0.9960
H -6.3363 4.2887 1.2148
H -7.8398 2.9389 -0.1994
H -6.8889 1.3695 -1.8492
H -4.4272 1.1197 -2.0347
C 2.3082 3.8059 0.1975
C 1.8778 1.3367 1.0457
N 0.4005 1.1630 1.0194
N -0.1523 0.4061 2.0612
C -0.8467 -0.6278 1.7758
S -1.1647 -1.4462 0.3405
S -1.6334 -1.2924 3.2745
C -1.3562 -3.0776 2.9928
C -0.5372 -3.6604 4.0900
C 0.5762 -2.9755 4.5652
C 1.3172 -3.4802 5.6147
C 0.9618 -4.6792 6.2114
C -0.1287 -5.3831 5.7297
C -0.8715 -4.8754 4.6765
C 2.4825 0.4366 2.0729
C 2.6422 0.5263 3.4349
C 3.1553 -0.5674 4.1274
C 3.4062 -1.7571 3.4672
C 3.2014 -1.8762 2.1001
C 2.7770 -0.7611 1.3947
O 2.6281 -0.7001 0.0743
H 1.9113 4.8031 0.3863
H 2.0086 3.4937 -0.7994
H 3.3963 3.8446 0.2587
H -0.8525 -3.1184 2.0203
H -2.3228 -3.5711 2.9017
H 0.8450 -2.0290 4.1233
H 2.1741 -2.9301 5.9768
H 1.5374 -5.0696 7.0417
H -0.4066 -6.3269 6.1845
H -1.7328 -5.4178 4.3102
H 2.3678 1.4254 3.9692
H 3.3244 -0.4949 5.1936
H 3.7523 -2.6191 4.0218
H 3.3463 -2.8178 1.5920
S 0.5065 -2.3765 -8.6213
N 0.8888 -3.0036 -7.1331
C 0.6065 -2.0741 -6.2228
C 0.7708 -2.2099 -4.8151
C 1.2998 -3.3607 -4.2277
C 1.3972 -3.4266 -2.8585
C 0.9320 -2.3414 -2.0992
N 0.4399 -1.2531 -2.6244
C 0.3780 -1.1345 -3.9611
C -0.1018 0.0887 -4.5181
N -0.3806 1.1044 -3.6864
C -0.8251 2.2323 -4.1693
C -1.0235 2.4603 -5.5422
C -0.7335 1.4455 -6.4255
C -0.2587 0.2273 -5.9352
C 0.0843 -0.8686 -6.7766
N -0.0275 -0.8941 -8.1042
H 1.6130 -4.1744 -4.8681
H 1.8130 -4.2931 -2.3664
H 0.9630 -2.3747 -1.0188
H -1.0422 3.0049 -3.4414
H -1.4065 3.4111 -5.8875
H -0.8603 1.5602 -7.4945
*
```


3.
Below is C40H32F2N4O2PtSTe as an isolated structure in a non-equilibrium geometry, with properties calculated with wB97M-V/def2-TZVPD.

For the relative energy (zero: lowest compared OMol25 entry of this formula, charge and spin), the calculation gives 12.5 kcal/mol. Its electronic energy is -78862.470 eV. The expectation value of S² is 2.0410. For the gap between HOMO and LUMO (spin up / spin down), the calculation gives 3.65 / 5.87 eV.

ORCA input file:
```
! RIJCOSX wB97M-V def2-TZVPD def2/J DEFGRID3
* xyz 0 3
Pt 0.4718 -0.4778 0.0373
C -7.1394 0.8693 -1.5015
C -5.7556 1.1457 -1.0140
C -5.4337 2.3653 -0.4124
C -4.1684 2.6326 0.0584
C -3.8529 3.9543 0.6403
O -4.6967 4.6055 1.2280
C -2.4667 4.4521 0.4398
C -1.8712 4.3923 -0.8191
C -0.6328 4.9705 -1.0275
C 0.0398 5.5788 0.0191
C -0.5388 5.6245 1.2766
C -1.7920 5.0802 1.4829
C -3.1362 1.6155 0.0534
O -2.0536 1.7643 0.6213
C -3.4821 0.3746 -0.6653
C -4.7552 0.1839 -1.1646
C -2.3608 -0.5175 -0.8727
N -1.4921 -0.7269 0.1010
C -1.9581 -0.7362 1.4738
C -1.7653 -2.1222 2.0649
Te -2.5523 -2.2189 4.0866
C -1.2377 -0.6124 4.6046
C -1.7059 0.6905 4.6291
C -0.8247 1.7382 4.8307
C 0.5242 1.4851 5.0122
C 0.9906 0.1812 4.9960
C 0.1103 -0.8667 4.7913
C -2.0655 -1.0243 -2.2040
C -1.0621 -1.9927 -2.3751
C -0.7732 -2.4989 -3.6250
C -1.4742 -2.0655 -4.7396
C -2.4515 -1.0914 -4.5887
C -2.7404 -0.5729 -3.3443
H -7.7893 1.7229 -1.3339
H -7.5575 0.0025 -0.9901
H -7.1288 0.6398 -2.5660
H -6.1851 3.1380 -0.3229
H -2.3828 3.9016 -1.6355
H -0.1848 4.9365 -2.0104
H 1.0166 6.0151 -0.1421
H -0.0116 6.0931 2.0956
H -2.2524 5.1115 2.4597
H -4.9990 -0.7603 -1.6363
H -3.0220 -0.4724 1.5133
H -1.3940 -0.0015 2.0639
H -0.7046 -2.3502 2.1134
H -2.2819 -2.8729 1.4711
H -2.7575 0.8893 4.4763
H -1.1928 2.7532 4.8321
H 1.2131 2.3031 5.1635
H 2.0427 -0.0205 5.1398
H 0.4749 -1.8856 4.7733
H -0.5256 -2.3698 -1.5123
H -0.0015 -3.2497 -3.7249
H -1.2592 -2.4761 -5.7152
H -2.9902 -0.7327 -5.4538
H -3.4764 0.2114 -3.2541
N 4.5397 -1.0644 0.0791
C 4.7128 0.2981 0.1032
C 5.8435 1.0842 -0.0153
C 5.6685 2.4559 0.0578
C 4.4106 3.0111 0.2747
C 3.2762 2.2327 0.3985
C 3.4239 0.8539 0.2764
N 2.5061 -0.1659 0.3240
C 3.1999 -1.3076 0.2181
C 2.5736 -2.5792 0.2722
C 3.1403 -3.8346 0.1084
S 1.9234 -5.0611 0.2006
C 0.7526 -3.8131 0.4593
N 1.2188 -2.6057 0.4738
H 5.2531 -1.7574 -0.0651
H 6.8189 0.6486 -0.1594
H 6.5227 3.1066 -0.0457
H 4.3144 4.0829 0.3519
H 2.3161 2.6760 0.5915
H 4.1653 -4.0944 -0.0497
H -0.2806 -4.0667 0.5832
F -0.6840 1.4155 -1.8482
C 0.3666 1.2785 -0.9869
F 0.3265 2.3741 -0.1938
H 1.2711 1.3905 -1.6270
*
```


4.
Below is C40H33I2N4O3PRuSe as an isolated structure in a non-equilibrium geometry, with properties calculated with wB97M-V/def2-TZVPD.

For the relative energy (zero: lowest compared OMol25 entry of this formula, charge and spin), the calculation gives 18.5 kcal/mol. Its electronic energy is -147522.083 eV. For the gap between HOMO and LUMO (spin up / spin down), the calculation gives 3.57 / 3.57 eV.

ORCA input file:
```
! RIJCOSX wB97M-V def2-TZVPD def2/J DEFGRID3
* xyz 2 1
Ru 0.1121 2.2763 -1.5434
C -4.0647 -3.9224 4.6603
O -3.5868 -2.9577 5.6251
C -2.4240 -2.3914 5.4886
C -2.0614 -1.4874 6.5230
C -0.8749 -0.8362 6.4623
C -0.0307 -1.0104 5.3243
C -0.3700 -1.9640 4.3177
C -1.5431 -2.6433 4.3930
N 1.0502 -0.2393 5.2760
N 1.7823 -0.0239 4.3080
C 1.7929 0.4082 3.1093
C 3.0024 0.1319 2.3140
C 3.0925 0.4922 1.0348
C 1.9624 1.1537 0.3699
O 2.0047 1.4917 -0.8075
C 0.7628 1.4496 1.1576
N -0.2197 2.0300 0.4637
C -1.3181 2.4069 1.1272
C -1.4058 2.3246 2.5100
C -0.3755 1.7374 3.2250
C 0.6977 1.2063 2.5222
H -5.0577 -4.1937 4.9973
H -3.4206 -4.7997 4.6585
H -4.1188 -3.4721 3.6709
H -2.7508 -1.3442 7.3433
H -0.5598 -0.1560 7.2427
H 0.3210 -2.1507 3.5045
H -1.8055 -3.3629 3.6324
H 3.8054 -0.3977 2.8090
H 3.9790 0.3036 0.4445
H -2.1284 2.8070 0.5409
H -2.2732 2.7278 3.0131
H -0.4036 1.7195 4.3068
I -2.6404 2.6090 -2.4647
C -1.5927 3.6280 -4.0141
I 0.2484 2.6418 -4.2718
H -1.3955 4.6350 -3.6617
H -2.1746 3.6075 -4.9281
Se 0.8324 4.5545 -1.2062
C -0.2823 5.4591 0.0592
C -1.6690 5.3555 0.0915
C -2.3803 6.0820 1.0352
N -1.8149 6.8945 1.9245
C -0.4879 7.0079 1.8720
C 0.3146 6.3203 0.9731
H -2.1977 4.7471 -0.6266
H -3.4637 6.0172 1.0714
H -0.0401 7.6864 2.5895
H 1.3878 6.4579 0.9848
O -0.2444 0.1352 -1.8731
P 0.4784 -1.0315 -2.5086
C 1.5431 -0.6290 -3.8967
C 1.3654 -1.2638 -5.1255
C 2.2709 -1.0521 -6.1579
C 3.3446 -0.1964 -5.9762
C 3.5119 0.4657 -4.7641
C 2.6234 0.2464 -3.7251
C -0.7289 -2.2111 -3.0949
C -0.4488 -3.5754 -3.1608
C -1.3904 -4.4463 -3.6862
C -2.6029 -3.9563 -4.1534
C -2.8823 -2.5976 -4.0929
C -1.9477 -1.7215 -3.5623
C 1.4948 -1.8862 -1.2892
C 0.8648 -2.2345 -0.0890
C 1.5354 -2.9972 0.8520
C 2.8398 -3.4159 0.6074
C 3.4766 -3.0519 -0.5677
C 2.8041 -2.2950 -1.5222
H 0.5225 -1.9237 -5.2811
H 2.1388 -1.5677 -7.0995
H 4.0563 -0.0416 -6.7763
H 4.3442 1.1432 -4.6252
H 2.7824 0.7327 -2.7718
H 0.5060 -3.9525 -2.8134
H -1.1800 -5.5064 -3.7322
H -3.3339 -4.6383 -4.5673
H -3.8280 -2.2219 -4.4602
H -2.1537 -0.6593 -3.5094
H -0.1614 -1.9248 0.0802
H 1.0390 -3.2920 1.7690
H 3.3514 -4.0447 1.3247
H 4.4940 -3.3693 -0.7540
H 3.2984 -2.0369 -2.4500
*
```